Entry 1:
This record from the Open Molecules 2025 dataset describes a structure of composition C24H30F10N3RhSi2 at a distorted geometry. The level of theory is the ωB97M-V functional and the def2-TZVPD basis.

LUMO level (spin up / spin down): -1.3 / -1.7 eV
frontier orbital gap (spin up / spin down): 6.1441 / 5.7592 eV

Element x y z (Å)
1 Rh 0.136 -0.411 -0.688
2 C -0.964 2.520 -0.872
3 N 0.311 1.802 -0.953
4 C 0.906 1.965 -2.301
5 C 1.993 0.928 -2.500
6 N 1.472 -0.405 -2.253
7 C 1.224 -1.256 -3.306
8 C 1.195 -2.642 -3.050
9 F 1.395 -3.071 -1.796
10 C 0.961 -3.589 -4.022
11 F 0.957 -4.886 -3.712
12 C 0.744 -3.196 -5.332
13 F 0.532 -4.105 -6.287
14 C 0.743 -1.851 -5.631
15 F 0.498 -1.452 -6.882
16 C 0.956 -0.911 -4.639
17 F 0.833 0.384 -4.996
18 C 1.256 2.281 0.094
19 C 1.394 1.257 1.210
20 N 1.515 -0.098 0.707
21 C 2.718 -0.761 0.652
22 C 3.978 -0.182 0.489
23 F 4.091 1.156 0.347
24 C 5.144 -0.926 0.436
25 F 6.319 -0.310 0.278
26 C 5.095 -2.300 0.517
27 F 6.215 -3.025 0.453
28 C 3.865 -2.920 0.669
29 F 3.803 -4.249 0.765
30 C 2.721 -2.161 0.750
31 F 1.553 -2.791 0.936
32 H -0.822 3.587 -1.080
33 H -1.393 2.395 0.121
34 H -1.655 2.109 -1.606
35 H 1.282 2.989 -2.423
36 H 0.117 1.800 -3.036
37 H 2.808 1.105 -1.790
38 H 2.420 1.038 -3.495
39 H 0.892 3.232 0.494
40 H 2.225 2.461 -0.365
41 H 0.500 1.309 1.838
42 H 2.243 1.523 1.842
43 C -0.493 -0.798 3.721
44 Si -1.923 -0.357 2.596
45 C -2.267 1.489 2.722
46 C -3.460 -1.277 3.147
47 C -1.495 -0.861 0.858
48 Si -2.716 -1.107 -0.471
49 C -3.706 -2.682 -0.251
50 C -1.828 -1.182 -2.126
51 C -3.940 0.312 -0.523
52 H -0.791 -0.739 4.772
53 H 0.356 -0.127 3.579
54 H -0.145 -1.815 3.524
55 H -2.488 1.773 3.755
56 H -3.121 1.782 2.105
57 H -1.400 2.072 2.401
58 H -3.638 -1.114 4.213
59 H -3.356 -2.352 2.982
60 H -4.347 -0.933 2.607
61 H -0.446 -1.164 0.932
62 H -3.039 -3.534 -0.097
63 H -4.322 -2.890 -1.132
64 H -4.372 -2.613 0.612
65 H -1.343 -2.139 -2.320
66 H -1.107 -0.334 -2.249
67 H -2.517 -0.986 -2.952
68 H -4.464 0.397 0.433
69 H -4.694 0.133 -1.295
70 H -3.469 1.273 -0.728

Forces on atoms 1 to 2 (eV/Å):
Rh -0.771 1.936 0.523
C -0.258 -0.089 0.062

These are the Mulliken partial charges, in e, on atoms 1 to 8: number 1, Rh, carries -0.90; number 2, C, carries -1.47; number 3, N, carries 1.43; number 4, C, carries -0.99; number 5, C, carries -1.14; number 6, N, carries 0.15; number 7, C, carries -0.11; number 8, C, carries -0.04

---

Entry 2:
This record from the Open Molecules 2025 dataset describes the ion C20H36BrN2O4P2S with charge +1 at a distorted geometry. The level of theory is the ωB97M-V functional and the def2-TZVPD basis.

SMILES string: CCCCCC[C@H]1[C@@H](CC(=O)Br)[C@H](CCCCOC=O)[N@H+](P(C)C)[C@@]1(N=C=S)[PH2]=O
LUMO level: -3.0 eV
total charge: +1
frontier orbital gap: 9.3067 eV

Element x y z (Å)
1 C 4.257 1.084 1.616
2 C 4.949 1.575 0.329
3 C 4.888 0.610 -0.865
4 C 3.492 0.034 -1.132
5 C 2.387 1.085 -1.043
6 C 1.116 0.784 -1.869
7 C -0.192 0.552 -1.103
8 C -0.377 -0.713 -0.197
9 C 0.784 -1.219 0.669
10 C 1.421 -2.461 0.100
11 O 1.413 -2.782 -1.053
12 Br 2.364 -3.593 1.385
13 C -1.605 -0.298 0.619
14 C -3.021 -0.552 0.061
15 C -3.088 -1.370 -1.237
16 C -3.339 -2.877 -0.974
17 C -2.782 -3.751 -2.117
18 O -1.917 -4.738 -1.551
19 C -0.747 -4.926 -2.219
20 O -0.080 -5.915 -2.032
21 N -1.261 1.135 0.905
22 P -2.150 2.072 2.215
23 C -0.924 2.364 3.565
24 C -3.438 1.010 2.981
25 C -0.924 1.804 -0.429
26 N -2.009 2.069 -1.350
27 C -2.826 2.970 -1.113
28 S -3.849 4.027 -0.699
29 P 0.132 3.292 -0.043
30 O -0.595 4.437 0.523
31 H 3.658 1.903 2.019
32 H 3.605 0.224 1.472
33 H 4.956 0.823 2.404
34 H 6.003 1.693 0.570
35 H 4.610 2.567 0.043
36 H 5.587 -0.209 -0.713
37 H 5.187 1.158 -1.759
38 H 3.450 -0.494 -2.082
39 H 3.340 -0.738 -0.375
40 H 2.149 1.315 -0.006
41 H 2.810 2.015 -1.434
42 H 1.304 -0.141 -2.415
43 H 0.924 1.524 -2.642
44 H -0.874 0.312 -1.913
45 H -0.548 -1.518 -0.906
46 H 1.575 -0.501 0.882
47 H 0.385 -1.507 1.644
48 H -1.627 -0.788 1.591
49 H -3.618 -1.060 0.814
50 H -3.542 0.386 -0.121
51 H -2.253 -1.219 -1.914
52 H -3.965 -1.015 -1.778
53 H -4.410 -3.040 -0.924
54 H -2.877 -3.123 -0.020
55 H -2.258 -3.129 -2.842
56 H -3.624 -4.215 -2.627
57 H -0.402 -4.141 -2.910
58 H -0.314 1.051 1.296
59 H -0.998 1.574 4.314
60 H -1.208 3.282 4.065
61 H 0.094 2.404 3.185
62 H -3.681 1.458 3.942
63 H -4.316 0.999 2.346
64 H -3.081 0.003 3.200
65 H 0.795 3.611 -1.245
66 H 1.087 2.827 0.897

Forces on atoms 1 to 2 (eV/Å):
C -0.154 0.549 0.008
C 0.519 -0.627 0.210

These are the Mulliken partial charges, in e, on atoms 1 to 8: number 1, C, carries -0.85; number 2, C, carries -0.48; number 3, C, carries -1.14; number 4, C, carries -0.60; number 5, C, carries 0.22; number 6, C, carries -2.28; number 7, C, carries -0.38; number 8, C, carries -0.48

---

Entry 3:
This record from the Open Molecules 2025 dataset describes a cluster of 11 separate species, C54H60ClN10O6PS in total at a distorted geometry. The level of theory is the ωB97M-V functional and the def2-TZVPD basis.

SMILES string: O=P(O)(O)OCCCCS(=O)(=O)Cl.c1ccncc1.c1ccncc1.c1ccncc1.c1ccncc1.c1ccncc1.c1ccncc1.c1ccncc1.c1ccncc1.c1ccncc1.c1ccncc1
LUMO level: -1.0 eV
frontier orbital gap: 7.8823 eV

Element x y z (Å)
1 O 1.665 1.089 -1.148
2 P 1.738 2.409 -2.067
3 O 2.661 3.577 -1.158
4 O 2.579 2.029 -3.563
5 O 0.134 2.923 -2.509
6 C 0.110 4.350 -2.925
7 C -1.434 4.947 -3.033
8 C -2.557 3.824 -3.440
9 C -3.284 3.359 -2.023
10 S -4.534 1.978 -2.216
11 O -3.941 0.637 -2.748
12 O -5.677 2.379 -3.219
13 Cl -5.287 1.606 -0.261
14 H 3.314 3.102 -0.547
15 H 1.889 2.122 -4.285
16 H 0.641 4.979 -2.082
17 H 0.678 4.509 -3.941
18 H -1.690 5.343 -1.940
19 H -1.416 5.891 -3.726
20 H -2.111 2.887 -4.024
21 H -3.342 4.374 -4.152
22 H -3.873 4.319 -1.635
23 H -2.412 3.127 -1.247
24 N 0.363 -2.032 0.974
25 C -0.781 -2.706 1.224
26 C -2.039 -2.244 0.872
27 C -2.133 -1.016 0.228
28 C -0.973 -0.297 -0.042
29 C 0.241 -0.843 0.345
30 H -0.655 -3.657 1.732
31 H -2.924 -2.829 1.096
32 H -3.103 -0.621 -0.062
33 H -1.012 0.663 -0.543
34 H 1.175 -0.323 0.153
35 N 6.926 1.667 -2.955
36 C 7.932 1.113 -3.667
37 C 7.806 0.699 -4.984
38 C 6.575 0.859 -5.609
39 C 5.519 1.425 -4.901
40 C 5.743 1.811 -3.590
41 H 8.872 1.007 -3.134
42 H 8.649 0.263 -5.508
43 H 6.438 0.545 -6.640
44 H 4.547 1.563 -5.360
45 H 4.952 2.261 -2.996
46 N 4.526 -2.186 4.305
47 C 5.532 -2.740 3.593
48 C 5.406 -3.154 2.276
49 C 4.175 -2.994 1.651
50 C 3.119 -2.428 2.359
51 C 3.343 -2.042 3.670
52 H 6.472 -2.847 4.126
53 H 6.249 -3.591 1.752
54 H 4.038 -3.308 0.620
55 H 2.147 -2.291 1.900
56 H 2.552 -1.592 4.264
57 N 10.686 2.032 -5.948
58 C 11.228 3.015 -5.196
59 C 12.205 3.885 -5.653
60 C 12.658 3.738 -6.960
61 C 12.121 2.733 -7.758
62 C 11.145 1.914 -7.213
63 H 10.844 3.087 -4.183
64 H 12.603 4.658 -5.006
65 H 13.424 4.400 -7.353
66 H 12.453 2.592 -8.780
67 H 10.692 1.118 -7.797
68 N -1.575 3.083 2.119
69 C -0.985 1.910 2.439
70 C -0.291 1.692 3.618
71 C -0.191 2.741 4.526
72 C -0.786 3.962 4.225
73 C -1.462 4.082 3.021
74 H -1.089 1.124 1.697
75 H 0.160 0.728 3.823
76 H 0.347 2.608 5.461
77 H -0.725 4.799 4.911
78 H -1.946 5.014 2.742
79 N -4.653 5.851 5.955
80 C -4.109 4.903 5.162
81 C -4.106 3.551 5.466
82 C -4.694 3.144 6.659
83 C -5.261 4.097 7.499
84 C -5.218 5.425 7.106
85 H -3.659 5.271 4.244
86 H -3.656 2.833 4.790
87 H -4.710 2.093 6.933
88 H -5.726 3.812 8.436
89 H -5.650 6.206 7.726
90 N 0.723 -7.163 -1.170
91 C -0.228 -8.120 -1.243
92 C -1.570 -7.857 -1.470
93 C -1.963 -6.532 -1.629
94 C -1.007 -5.524 -1.556
95 C 0.311 -5.887 -1.329
96 H 0.128 -9.137 -1.110
97 H -2.290 -8.665 -1.522
98 H -3.006 -6.287 -1.807
99 H -1.281 -4.482 -1.675
100 H 1.095 -5.137 -1.268
101 N -0.966 7.318 4.157
102 C -0.408 8.411 3.591
103 C -1.020 9.653 3.546
104 C -2.284 9.785 4.111
105 C -2.886 8.677 4.699
106 C -2.193 7.477 4.699
107 H 0.577 8.257 3.161
108 H -0.524 10.497 3.081
109 H -2.796 10.742 4.094
110 H -3.870 8.746 5.148
111 H -2.618 6.585 5.149
112 N -4.890 -4.072 1.056
113 C -4.969 -5.420 1.056
114 C -5.841 -6.141 0.256
115 C -6.687 -5.437 -0.595
116 C -6.630 -4.048 -0.617
117 C -5.722 -3.416 0.218
118 H -4.292 -5.924 1.740
119 H -5.861 -7.224 0.295
120 H -7.385 -5.967 -1.237
121 H -7.276 -3.470 -1.269
122 H -5.636 -2.333 0.235
123 N -5.461 -9.703 -0.112
124 C -4.917 -10.651 -0.906
125 C -4.915 -12.003 -0.601
126 C -5.502 -12.410 0.592
127 C -6.070 -11.456 1.431
128 C -6.026 -10.128 1.039
129 H -4.468 -10.283 -1.824
130 H -4.465 -12.721 -1.278
131 H -5.518 -13.461 0.865
132 H -6.535 -11.741 2.368
133 H -6.458 -9.347 1.658

Forces on atoms 1 to 2 (eV/Å):
O 0.211 5.581 -4.088
P 0.624 -5.161 3.221

These are the Mulliken partial charges, in e, on atoms 1 to 8: number 1, O, carries -0.40; number 2, P, carries 0.48; number 3, O, carries -0.53; number 4, O, carries -0.42; number 5, O, carries 0.01; number 6, C, carries -0.48; number 7, C, carries -0.68; number 8, C, carries -0.52

---

Entry 4:
This record from the Open Molecules 2025 dataset describes a structure of composition C30H43BrMgN2P2 at a distorted geometry. The level of theory is the ωB97M-V functional and the def2-TZVPD basis.

LUMO level (spin up / spin down): -8.3 / -6.6 eV
total charge: +2
frontier orbital gap (spin up / spin down): 4.8978 / 6.5737 eV

Element x y z (Å)
1 C -1.079 -6.458 4.313
2 C -1.710 -5.656 3.348
3 C -3.080 -5.926 3.150
4 C -3.707 -6.956 3.853
5 N -3.069 -7.720 4.744
6 C -1.780 -7.466 4.973
7 C -0.966 -4.642 2.603
8 C -0.384 -3.783 1.947
9 C 0.112 -2.640 1.249
10 C 0.788 -1.671 2.028
11 C 0.939 -0.363 1.465
12 C 0.283 -0.126 0.249
13 C -0.069 -1.122 -0.664
14 C -0.242 -2.438 -0.104
15 Mg 2.324 0.154 -0.403
16 P 1.027 2.512 0.502
17 H -3.696 -5.374 2.436
18 H -0.022 -6.341 4.563
19 H -4.767 -7.211 3.715
20 H -1.307 -8.119 5.718
21 H -0.739 -3.241 -0.660
22 H 1.071 -1.897 3.067
23 H -0.220 -0.966 -1.716
24 H 1.535 0.351 2.058
25 C 1.177 4.153 -0.323
26 C 0.076 5.181 -0.078
27 H 1.225 3.904 -1.397
28 H 2.167 4.555 -0.043
29 H 0.360 6.109 -0.585
30 H -0.878 4.859 -0.502
31 H -0.076 5.418 0.979
32 C -0.785 2.265 0.582
33 C -1.451 2.092 1.937
34 H -0.877 1.292 0.052
35 H -1.314 2.996 -0.039
36 H -2.491 1.780 1.762
37 H -0.979 1.298 2.528
38 H -1.481 3.011 2.536
39 C 1.554 2.879 2.232
40 C 1.195 4.228 2.840
41 H 2.650 2.740 2.236
42 H 1.129 2.077 2.851
43 H 1.574 4.234 3.869
44 H 1.652 5.069 2.312
45 H 0.114 4.389 2.898
46 Br 1.349 1.331 -2.352
47 P -2.412 0.556 -3.773
48 C -2.493 1.876 -2.521
49 C -3.247 3.098 -3.089
50 H -1.458 2.133 -2.236
51 H -3.032 1.477 -1.643
52 H -3.590 3.763 -2.286
53 H -2.608 3.683 -3.762
54 H -4.134 2.797 -3.664
55 C -0.820 0.578 -4.606
56 C -0.731 0.153 -6.076
57 H -0.159 -0.079 -4.023
58 H -0.498 1.627 -4.520
59 H 0.256 0.429 -6.465
60 H -0.835 -0.929 -6.181
61 H -1.485 0.637 -6.702
62 C -2.571 -1.023 -2.883
63 C -4.030 -1.504 -2.938
64 H -2.210 -0.902 -1.848
65 H -1.915 -1.728 -3.423
66 H -4.090 -2.557 -2.643
67 H -4.673 -0.925 -2.267
68 H -4.442 -1.413 -3.951
69 C 6.947 -0.315 0.748
70 C 6.058 0.234 1.678
71 C 4.739 0.498 1.298
72 N 4.301 0.207 0.048
73 C 5.177 -0.244 -0.890
74 C 6.507 -0.532 -0.561
75 H 7.978 -0.531 1.032
76 H 6.365 0.483 2.691
77 H 4.008 0.956 1.974
78 H 4.794 -0.362 -1.912
79 H 7.174 -0.899 -1.338

Forces on atoms 1 to 2 (eV/Å):
C 0.633 -0.003 0.099
C -0.146 -0.471 0.332

These are the Mulliken partial charges, in e, on atoms 1 to 8: number 1, C, carries -0.40; number 2, C, carries 0.73; number 3, C, carries -0.33; number 4, C, carries -0.33; number 5, N, carries -0.54; number 6, C, carries -0.33; number 7, C, carries -0.02; number 8, C, carries -1.10

---

| no. | DFT total energy (eV) |
| --- | --- |
| 1 | -75780.2712 |
| 2 | -131941.1387 |
| 3 | -116799.1929 |
| 4 | -128835.0110 |